Record 1
A 13-piece molecular cluster, C20H32Cl36N3O overall at a distorted geometry, computed with the ωB97M-V functional and the def2-TZVPD basis.

Structure (XYZ):
```
92
Properties=species:S:1:pos:R:3:forces:R:3
C 1.741 -0.177 -0.965 -0.432 0.085 -0.515
C 0.290 0.591 -1.209 -0.190 -1.177 -1.004
C 0.462 2.121 -1.773 0.527 -0.499 0.364
C -0.748 3.151 -1.368 1.407 1.379 0.278
N -1.977 3.065 -2.269 -1.373 0.269 1.755
C -3.022 2.110 -1.705 -0.029 0.029 1.173
C -4.578 2.653 -1.909 1.441 1.297 -0.314
N -5.589 1.626 -1.383 -0.132 0.149 0.268
C -5.343 0.238 -1.955 -0.694 -2.357 -1.570
C -4.003 0.112 -2.891 0.760 -0.784 -0.676
O -3.715 -1.356 -3.017 -0.780 2.221 -1.790
N -2.758 0.756 -2.324 -1.848 0.961 -0.752
H 2.268 0.223 0.001 -0.862 -0.689 -1.941
H 1.603 -1.351 -0.862 0.154 2.573 -0.156
H 2.401 0.006 -1.939 -1.236 -0.322 2.254
H -0.421 0.490 -0.270 1.555 0.419 -1.841
H -0.241 -0.025 -2.082 1.043 1.227 2.042
H 1.512 2.514 -1.368 -2.402 -0.517 -0.696
H 0.585 2.056 -2.945 -0.408 0.331 2.312
H -0.313 4.251 -1.532 -0.931 -2.354 0.269
H -1.021 3.113 -0.207 0.576 -0.245 -2.461
H -2.423 4.024 -2.320 0.822 -1.509 0.117
H -2.873 2.001 -0.525 -0.323 0.232 -2.309
H -4.756 2.802 -3.056 0.052 -0.231 2.353
H -4.761 3.651 -1.287 0.447 -2.254 -1.622
H -5.575 1.588 -0.324 0.126 0.210 -1.471
H -6.560 1.952 -1.672 1.371 -0.277 0.549
H -6.271 0.019 -2.673 2.152 0.405 1.524
H -5.380 -0.614 -1.136 0.389 2.041 -1.528
H -4.218 0.507 -3.976 0.087 -0.665 2.229
H -3.670 -1.525 -4.015 -0.091 0.234 2.113
H -2.067 0.941 -3.104 -1.188 -0.342 1.056
C 2.556 -4.546 -1.248 0.119 0.079 -0.033
Cl 3.280 -3.809 -2.688 -0.085 -0.099 0.132
Cl 3.349 -3.950 0.220 -0.153 -0.147 -0.195
Cl 0.815 -4.220 -1.191 0.185 0.087 0.005
H 2.702 -5.627 -1.304 -0.010 0.558 0.036
C 4.121 -4.715 4.138 0.039 -0.070 0.016
Cl 4.114 -3.122 3.363 0.086 -0.056 0.107
Cl 4.546 -4.572 5.852 -0.003 -0.005 -0.232
Cl 2.545 -5.504 3.952 0.597 0.279 0.075
H 4.875 -5.334 3.646 -0.250 0.233 0.159
C -4.435 1.587 -6.960 0.345 0.044 -0.461
Cl -4.852 2.610 -5.575 -0.104 0.109 -0.117
Cl -2.804 1.962 -7.542 -0.589 -0.096 0.216
Cl -4.563 -0.127 -6.528 -0.068 0.069 -0.113
H -5.144 1.792 -7.766 0.170 -0.084 0.335
C 0.236 -8.371 5.233 -0.027 -0.187 0.176
Cl 0.296 -7.386 3.762 -0.384 -0.315 0.020
Cl -1.173 -7.938 6.215 0.238 -0.023 -0.129
Cl 0.204 -10.096 4.826 0.053 0.283 0.053
H 1.138 -8.172 5.818 -0.285 -0.023 -0.232
C 6.644 -0.701 5.658 -0.077 -0.036 -0.071
Cl 7.279 -1.456 7.130 -0.089 0.046 -0.161
Cl 6.222 0.993 5.961 0.012 -0.262 -0.064
Cl 7.820 -0.824 4.339 -0.393 -0.028 0.060
H 5.737 -1.234 5.362 0.306 0.148 0.112
C 12.236 -1.008 4.747 0.048 0.035 0.118
Cl 12.296 -0.022 3.276 0.024 -0.093 0.172
Cl 10.827 -0.574 5.729 0.402 -0.046 -0.030
Cl 12.204 -2.732 4.340 0.035 0.195 0.066
H 13.138 -0.808 5.332 -0.311 -0.079 -0.230
C 5.835 4.943 7.050 0.116 0.106 0.074
Cl 5.445 4.812 8.773 0.033 0.055 -0.239
Cl 7.477 4.354 6.737 -0.232 0.133 0.019
Cl 4.657 4.048 6.075 0.065 0.147 0.055
H 5.788 5.997 6.765 0.006 -0.383 0.096
C -0.162 -7.987 -0.186 -0.136 -0.103 0.166
Cl -0.072 -9.713 0.203 0.004 0.326 -0.016
Cl 1.264 -7.482 -1.108 -0.198 -0.550 0.094
Cl -1.644 -7.629 -1.088 0.204 0.016 0.134
H -0.184 -7.423 0.750 0.022 -0.184 -0.328
C -3.647 6.824 -2.361 -0.058 0.452 -0.146
Cl -4.065 5.995 -0.852 0.126 0.197 0.069
Cl -3.894 5.751 -3.749 0.067 0.040 0.069
Cl -4.603 8.305 -2.542 0.243 -0.349 0.060
H -2.590 7.099 -2.322 -0.346 -0.122 0.005
C 1.117 1.214 -7.084 0.141 0.069 -0.003
Cl 0.215 1.804 -8.491 0.282 -0.087 0.056
Cl 2.007 2.539 -6.316 -0.118 -0.225 -0.105
Cl 0.023 0.443 -5.923 0.144 -0.031 -0.032
H 1.838 0.467 -7.426 -0.272 0.248 0.117
C -0.762 1.427 3.076 0.359 -0.181 0.223
Cl -0.672 -0.299 3.465 -0.044 0.329 -0.070
Cl 0.664 1.932 2.154 -0.214 0.001 0.175
Cl -2.244 1.785 2.174 -0.045 0.042 0.082
H -0.784 1.990 4.012 -0.038 -0.174 -0.346
C -9.144 2.924 -0.371 -0.522 -0.077 0.351
Cl -8.420 3.661 -1.811 0.169 -0.115 -0.094
Cl -8.351 3.520 1.097 0.038 -0.151 -0.223
Cl -10.885 3.249 -0.314 0.487 -0.124 -0.065
H -8.998 1.842 -0.427 -0.106 0.340 0.019
```
Positions in Å, forces in eV/Å.

## Properties
- 2S+1 = 1
- Kohn-Sham gap (eV) = 8.99
- E_HOMO (eV) = -11.88
- charge = +1


Record 2
C20H32Cl3N6O2RbSi as an isolated structure at a distorted geometry, computed with the ωB97M-V functional and the def2-TZVPD basis.

Structure (XYZ):
```
65
Properties=species:S:1:pos:R:3:forces:R:3
Rb 0.074 -1.327 0.718 -0.293 -0.209 0.105
C -1.177 1.628 2.832 -2.403 0.089 0.734
C -0.679 0.588 3.819 1.882 0.919 1.951
N -0.876 -0.832 3.659 -0.491 -0.467 0.030
C -2.209 -1.345 4.025 -0.323 -0.838 -0.791
C -2.992 -2.061 2.853 -0.474 -0.029 1.236
N -3.110 -1.333 1.622 0.092 0.864 -1.482
C -3.696 0.049 1.547 -1.591 -1.623 -0.909
C -2.840 1.191 1.005 -0.062 -0.327 0.351
N -1.443 1.184 1.490 -0.114 -0.016 -1.154
H -0.511 2.467 2.836 0.690 0.366 -0.009
H -2.104 2.059 3.313 0.454 -0.339 -0.728
H -1.059 0.946 4.841 0.534 -0.450 -1.028
H 0.452 0.649 3.879 -1.047 0.308 -0.056
H -0.223 -1.197 4.346 -0.130 -0.358 -0.307
H -2.833 -0.573 4.482 -0.010 0.232 -0.252
H -2.074 -2.086 4.827 -0.162 -0.008 -0.295
H -3.980 -2.390 3.298 0.601 0.465 -0.246
H -2.518 -3.001 2.559 0.331 -0.023 0.386
H -3.470 -1.956 0.863 0.320 1.042 1.114
H -4.205 0.349 2.448 0.278 -0.152 0.945
H -4.593 -0.059 0.869 0.944 0.417 0.339
H -3.369 2.129 1.301 0.311 -0.418 -0.405
H -2.851 1.098 -0.095 0.277 0.309 0.437
H -0.952 1.783 0.845 0.288 0.053 -0.072
C -2.563 -2.004 -2.717 0.400 0.988 0.316
C -1.914 -3.240 -2.098 -0.557 -0.582 -1.139
C -2.436 -4.561 -2.748 1.226 2.185 0.264
O -1.082 -3.226 -1.204 -0.349 0.186 -0.465
H -2.936 -1.319 -1.912 0.196 -0.491 -0.610
H -3.414 -2.294 -3.376 0.760 0.480 0.477
H -1.794 -1.375 -3.292 -1.056 -1.052 0.649
H -3.247 -4.861 -2.148 -0.992 -0.785 1.003
H -1.649 -5.287 -2.807 0.159 -0.490 -0.017
H -2.879 -4.289 -3.690 0.189 -0.266 -0.548
C 1.753 -5.892 -0.366 -0.130 -0.165 -0.667
O 1.383 -4.513 -0.291 -0.314 0.253 0.228
H 2.406 -6.071 0.504 -0.095 0.052 -0.535
H 2.303 -6.073 -1.333 -0.411 -0.066 1.019
H 0.911 -6.635 -0.283 0.480 0.913 -0.159
H 0.621 -4.224 -0.832 0.328 -0.878 0.186
N 8.756 6.182 -0.569 -3.536 -2.568 -0.208
C 7.804 5.477 -0.653 3.312 2.211 -0.225
C 6.660 4.601 -0.818 0.317 0.685 -2.038
C 6.074 4.096 0.296 0.202 -0.905 2.634
C 4.941 3.292 0.201 -0.546 0.203 0.149
C 4.392 2.997 -1.050 0.280 0.328 0.712
C 4.937 3.537 -2.184 1.687 1.006 -0.975
C 6.099 4.344 -2.099 -0.871 -0.401 1.013
N 3.249 2.196 -1.184 -1.978 -0.301 -0.785
C 2.242 2.268 -2.186 1.151 -0.024 -0.837
C 1.312 1.322 -1.868 0.695 0.864 0.768
N 1.604 0.771 -0.640 1.541 -0.116 -0.089
C 2.793 1.269 -0.319 -0.780 -0.291 1.163
H 6.612 4.284 1.286 -1.257 -0.230 -1.359
H 4.363 3.014 1.081 0.488 -0.138 -0.045
H 4.462 3.323 -3.141 0.410 0.151 0.152
H 6.539 4.800 -2.969 0.007 -0.053 -0.168
H 2.398 2.867 -3.102 -0.342 -0.441 0.945
H 0.449 1.001 -2.393 -0.588 0.128 -0.471
H 3.330 1.039 0.602 -0.172 0.005 -0.387
Cl -5.433 0.967 -1.670 0.328 -1.976 2.388
Si -5.578 1.749 -3.530 -1.734 4.469 -0.827
Cl -6.698 0.521 -4.761 -0.126 -1.910 -0.841
Cl -3.528 1.982 -3.924 1.776 -0.786 -0.565
```
Positions in Å, forces in eV/Å.

## Properties
- 2S+1 = 1
- Kohn-Sham gap (eV) = 3.77
- E_HOMO (eV) = -4.51
- ΔE to the lowest compared entry with this formula, charge and spin (kJ/mol) = 107.0


Record 3
C20H32F6N3O4PtS3 as an isolated structure, computed with the ωB97M-V functional and the def2-TZVPD basis.

Structure (XYZ):
```
69
Properties=species:S:1:pos:R:3:forces:R:3
Pt 0.845 -0.099 1.705 0.021 -0.134 0.036
C -1.908 -3.047 2.865 0.009 0.001 -0.010
C -1.298 -1.727 3.216 0.046 -0.021 0.010
C 0.093 -1.663 3.493 -0.046 -0.018 -0.007
C 0.704 -0.467 3.912 0.011 0.049 -0.014
C 2.036 -0.463 4.604 0.031 0.019 -0.028
C -0.049 0.725 3.724 -0.084 0.024 0.129
C -1.442 0.676 3.467 -0.003 0.032 -0.054
C -2.245 1.938 3.475 -0.009 -0.025 0.026
C -2.043 -0.562 3.252 -0.025 0.023 0.001
H -2.985 -2.966 2.735 -0.004 0.002 0.003
H -1.704 -3.792 3.636 0.003 0.001 -0.004
H -1.473 -3.421 1.934 -0.008 -0.006 0.002
H 0.665 -2.582 3.546 -0.005 -0.005 0.001
H 2.559 0.482 4.473 -0.011 -0.008 0.007
H 2.672 -1.274 4.253 -0.004 0.000 0.003
H 1.867 -0.604 5.674 0.007 -0.009 0.001
H 0.394 1.676 4.000 0.021 -0.005 -0.018
H -1.634 2.806 3.236 0.010 -0.002 0.002
H -2.668 2.086 4.473 -0.001 0.011 -0.009
H -3.068 1.884 2.766 0.002 0.000 -0.002
H -3.110 -0.604 3.072 0.005 -0.013 -0.008
F 0.539 4.513 -1.407 -0.023 0.002 -0.015
C -0.161 3.413 -1.273 0.019 0.000 0.048
F 0.231 2.500 -2.169 -0.015 0.007 -0.009
F -1.446 3.678 -1.482 -0.003 0.010 0.001
S -0.048 2.707 0.454 -0.048 -0.036 -0.021
O -1.215 1.880 0.561 0.050 0.042 -0.014
O 0.152 3.812 1.330 0.014 0.006 0.009
N 1.204 1.648 0.474 -0.009 -0.018 -0.018
S 2.727 2.015 0.062 -0.020 0.027 0.023
O 3.393 0.767 -0.170 0.025 0.002 -0.025
O 2.772 3.073 -0.889 0.009 -0.005 -0.026
C 3.498 2.667 1.609 0.024 0.045 0.016
F 3.248 1.814 2.613 0.006 -0.029 0.022
F 3.006 3.850 1.923 -0.014 -0.009 -0.035
F 4.803 2.751 1.426 0.012 -0.005 0.005
C 1.799 -3.153 -3.599 0.000 -0.002 -0.016
C 2.321 -2.134 -4.608 -0.003 0.005 0.010
C 2.712 -0.777 -4.027 -0.008 0.004 0.009
C 1.585 -0.024 -3.325 0.003 -0.007 -0.028
N 1.414 -0.497 -1.942 -0.040 -0.024 -0.042
C 0.401 -1.052 -1.323 -0.006 0.004 0.011
S 0.762 -1.834 0.229 0.025 0.074 -0.008
N -0.846 -1.148 -1.750 -0.021 0.016 -0.015
C -1.531 -0.432 -2.837 0.016 -0.021 0.013
C -3.038 -0.463 -2.627 -0.017 0.005 0.024
C -3.569 0.335 -1.432 0.010 -0.006 -0.013
C -3.407 -0.336 -0.069 0.031 0.012 0.003
H 1.686 -4.130 -4.068 0.004 -0.001 0.007
H 0.816 -2.877 -3.208 0.006 -0.002 0.001
H 2.483 -3.267 -2.755 -0.005 0.001 0.002
H 1.572 -1.980 -5.391 0.003 -0.002 -0.002
H 3.198 -2.547 -5.110 -0.004 -0.002 -0.004
H 3.072 -0.137 -4.834 0.003 0.002 0.003
H 3.552 -0.886 -3.332 -0.001 -0.001 0.003
H 0.654 -0.137 -3.871 0.016 -0.003 0.013
H 1.817 1.040 -3.271 0.010 -0.003 0.002
H 2.255 -0.419 -1.375 0.012 0.008 0.017
H -1.446 -1.692 -1.149 -0.001 0.003 0.012
H -1.287 -0.905 -3.790 -0.008 -0.014 -0.027
H -1.172 0.597 -2.855 -0.005 0.000 0.013
H -3.375 -1.504 -2.564 0.020 -0.002 -0.012
H -3.476 -0.066 -3.545 -0.009 0.008 0.005
H -4.634 0.506 -1.602 0.000 0.007 -0.011
H -3.099 1.321 -1.414 0.004 0.007 0.010
H -3.802 -1.357 -0.086 0.003 -0.006 0.012
H -3.962 0.218 0.689 -0.015 -0.008 -0.005
H -2.369 -0.356 0.269 -0.017 -0.009 -0.012
```
Positions in Å, forces in eV/Å.

## Properties
- 2S+1 = 3
- Kohn-Sham gap (spin up / spin down) (eV) = 8.64 / 6.67
- expectation value of S² = 2.026
- E_HOMO (spin up / spin down) (eV) = -11.12 / -12.42
- charge = +1
- ΔE to the lowest compared entry with this formula, charge and spin (kJ/mol) = 0.0


Record 4
A 6-piece molecular cluster, C20H32FO14S overall at a distorted geometry, computed with the ωB97M-V functional and the def2-TZVPD basis.

Structure (XYZ):
```
68
Properties=species:S:1:pos:R:3:forces:R:3
F 0.112 0.221 0.008 0.330 0.099 0.293
C 3.618 0.687 -0.157 1.004 0.703 3.928
C 3.456 -0.446 0.933 -4.027 1.253 -3.586
C 2.613 -1.613 0.277 -1.934 1.635 1.472
O 3.385 -2.717 0.648 -0.495 -2.766 -1.726
C 4.363 -2.390 1.405 5.933 -4.417 1.949
O 5.228 -3.204 1.909 -4.016 3.414 -1.845
O 4.497 -1.097 1.446 3.425 1.050 1.990
H 2.494 0.962 -0.211 1.997 -0.054 -1.061
H 4.396 0.516 -0.895 -1.128 -0.929 -1.249
H 4.283 1.466 0.356 -1.638 -0.118 -0.099
H 2.789 -0.064 1.691 0.313 0.550 0.537
H 2.454 -1.385 -0.872 -0.053 -1.274 2.516
H 1.751 -1.787 1.047 0.295 0.868 -2.796
C -0.851 -2.108 -2.412 2.334 4.707 -9.321
C -2.045 -1.338 -2.938 1.976 3.161 0.617
C -1.749 -0.282 -4.176 -4.386 -2.786 1.689
O -2.526 -1.050 -5.163 -0.424 0.436 0.349
C -3.321 -2.039 -4.564 -0.903 1.262 -4.489
O -4.214 -2.577 -5.162 0.501 0.157 0.166
O -2.972 -2.287 -3.375 0.399 -0.571 1.970
H -0.708 -2.864 -3.360 0.908 1.954 2.143
H -1.105 -2.688 -1.767 -3.510 -6.943 7.906
H -0.046 -1.543 -1.938 0.217 0.287 -0.903
H -2.610 -0.713 -2.264 0.292 -0.020 1.018
H -0.816 -0.087 -4.492 3.731 -0.725 -1.170
H -2.030 0.783 -4.026 -1.235 -0.949 0.142
C -0.155 1.315 4.362 -2.965 6.497 -11.128
C 0.892 1.406 3.188 -1.660 0.966 -0.646
C 0.777 2.553 2.123 -1.935 0.268 1.729
O 1.688 3.530 2.647 0.080 0.362 -0.538
C 2.558 2.964 3.530 -3.079 -2.547 -1.704
O 3.523 3.433 3.955 2.334 1.598 1.189
O 2.141 1.676 3.816 0.562 0.068 -0.793
H 0.240 0.925 5.066 4.741 -4.497 9.378
H -0.967 0.813 3.982 -1.875 -1.773 -0.599
H -0.550 2.322 4.370 0.170 0.494 1.361
H 0.720 0.624 2.458 1.274 -1.577 0.528
H -0.276 2.902 2.005 0.433 0.562 1.250
H 0.808 2.289 1.075 1.830 -0.699 -0.287
C 0.928 4.328 -1.130 4.625 -2.939 2.756
C 1.329 3.077 -2.001 -4.367 1.413 -1.385
C 0.172 2.026 -2.207 -0.939 3.641 3.025
O -0.131 2.061 -3.509 -0.987 2.226 -5.083
C 0.595 3.076 -4.218 -1.878 -3.524 -0.749
O 0.521 3.257 -5.395 -0.556 0.206 0.353
O 1.457 3.532 -3.420 2.852 2.232 3.075
H 0.636 4.269 -0.051 0.023 -1.182 -0.964
H 0.221 4.827 -1.576 -4.066 2.593 -2.770
H 1.762 5.006 -0.998 0.516 0.154 -0.542
H 2.102 2.470 -1.802 3.598 -0.947 1.105
H -0.656 2.510 -1.550 0.761 -1.876 -0.915
H 0.426 1.029 -2.105 0.465 -1.789 2.069
C -2.972 -1.461 1.018 -0.291 -3.412 -4.987
C -2.402 -1.478 2.300 6.495 -0.352 0.692
C -1.780 -2.920 2.548 1.101 2.008 -6.557
S -3.039 -3.938 1.902 -0.682 1.210 4.724
O -3.926 -4.090 3.059 -0.458 -0.328 -1.210
O -2.392 -5.055 1.343 0.328 -2.352 -1.693
C -3.717 -2.821 0.700 2.245 -0.710 1.493
H -2.137 -1.620 0.319 -0.055 1.239 -0.105
H -3.614 -0.704 0.723 -0.832 1.842 -0.424
H -2.940 -1.193 3.078 -3.206 0.611 3.520
H -1.560 -0.691 2.391 -0.894 -1.211 -0.683
H -1.563 -2.951 3.514 0.856 -1.202 4.110
H -0.859 -3.261 1.808 -1.906 1.600 2.036
H -4.713 -2.901 0.848 -3.420 0.481 0.887
H -3.589 -3.496 -0.111 0.860 0.664 -1.958
```
Positions in Å, forces in eV/Å.

## Properties
- 2S+1 = 1
- Kohn-Sham gap (eV) = 9.34
- E_HOMO (eV) = -7.05
- charge = -1
- ΔE to the lowest compared entry with this formula, charge and spin (kJ/mol) = 382.5


- What is the 2S+1 in the second record?
  1